{
  "formula": "C22H28N3O4S",
  "method": "ωB97M-V/def2-TZVPD",
  "e_above_lowest_kj_mol": 1.7,
  "energy_ha": -1718.26625,
  "e_homo_ev": -10.77,
  "lumo_energy_ev": -4.50,
  "total_charge": 1,
  "symbols": ["H", "N", "C", "H", "C", "H", "H", "H", "H", "C", "N", "H", "C", "C", "C", "C", "H", "H", "H", "C", "H", "H", "H", "H", "O", "H", "C", "H", "C", "C", "H", "H", "C", "H", "H", "C", "H", "H", "C", "O", "S", "C", "N", "C", "C", "C", "H", "C", "H", "H", "H", "O", "H", "H", "C", "C", "O", "C"],
  "positions_angstrom": [[1.77222, 3.10352, -2.54040], [-3.28153, -1.98996, -1.39462], [-4.39298, 0.02491, 2.73753], [5.25320, -0.91498, -1.45891], [-1.63608, 3.00237, 0.11532], [-1.03495, 3.73222, 0.65004], [6.08942, -0.41581, 1.44706], [0.85071, 0.64476, 1.88624], [-5.54484, 1.80579, 2.46467], [-3.72688, -1.03435, 2.14216], [0.31811, 1.51226, 0.07743], [5.88045, 1.45659, -1.04559], [-5.03170, 0.99409, 1.97355], [1.19241, -2.72503, -1.15622], [4.96058, 1.04882, -0.63592], [-5.01933, 0.92930, 0.58071], [6.37314, -1.89981, 0.54221], [-1.03701, -0.96884, 1.43327], [-1.62871, 3.24100, -0.94305], [-0.41519, -1.44763, 0.69356], [-2.34364, -3.97346, -0.19177], [-3.24621, -1.77957, 2.76042], [-5.51120, 1.67578, -0.02134], [-0.39499, -4.14245, -1.37251], [2.86360, -1.08031, -0.89832], [-1.23969, 1.35276, 1.41887], [3.81326, -1.00130, 0.08969], [2.14473, 0.79050, 0.69451], [0.69876, 1.69337, -1.31352], [1.61645, -1.54405, -0.55695], [0.80428, 3.85593, -1.27173], [1.84595, -3.21281, -1.86168], [-0.05425, -3.24992, -0.87182], [7.19054, -0.40935, 0.06359], [-1.67559, 0.88501, -0.25086], [-3.71267, -1.10409, 0.74928], [-4.41862, 0.09550, 3.81383], [-2.66185, 3.06312, 0.47039], [5.10545, -0.46999, -0.47066], [3.57853, -1.31222, 1.22031], [-4.07012, -0.50621, -1.74588], [-3.11922, -2.07469, -0.14184], [-2.19978, -3.11331, 0.35482], [1.44516, 3.01286, -1.50838], [-4.36328, -0.12242, -0.00462], [6.26506, -0.82198, 0.45441], [-0.19565, 1.67147, -1.94225], [-0.83126, -2.61438, 0.07851], [4.77776, 1.51930, 0.32816], [2.31637, 3.05429, -0.85966], [1.34336, 0.87028, -1.63667], [-5.25762, -0.72986, -2.48286], [4.14530, 1.28810, -1.31457], [-2.35046, -3.29435, 1.35517], [-1.09482, 1.59649, 0.36199], [0.79983, -0.86302, 0.35678], [-3.04480, 0.34873, -2.24663], [1.09031, 0.54704, 0.82472]],
  "forces_ev_per_angstrom": [[0.103, 0.099, -0.158], [0.187, -0.185, 0.464], [-0.068, 0.112, 0.078], [-0.067, 0.003, 0.071], [0.030, -0.339, 0.088], [0.037, 0.092, 0.044], [0.026, 0.028, 0.088], [0.088, -0.030, -0.017], [-0.046, 0.078, 0.033], [0.035, -0.091, -0.543], [0.046, 0.125, 0.384], [0.060, 0.061, -0.031], [0.107, -0.151, -0.116], [0.158, 0.310, 0.038], [-0.042, -0.181, -0.095], [-0.071, 0.075, -0.070], [0.064, -0.084, 0.058], [-0.091, 0.142, 0.084], [-0.010, 0.097, -0.156], [-0.008, -0.166, 0.009], [-0.072, 0.124, 0.245], [0.062, -0.065, 0.087], [-0.077, 0.128, -0.042], [-0.046, -0.147, -0.093], [-0.334, 0.080, -0.432], [-0.019, -0.070, 0.008], [0.312, -0.181, 0.218], [-0.047, -0.072, 0.121], [0.208, 0.342, 0.013], [-0.433, -0.340, 0.398], [-0.062, 0.111, 0.047], [0.053, -0.068, -0.069], [-0.258, -0.050, 0.191], [0.085, 0.038, -0.042], [-0.004, -0.016, 0.167], [-0.498, 0.748, 0.769], [-0.008, 0.006, 0.085], [-0.167, 0.075, -0.011], [0.156, 0.101, 0.156], [0.000, 0.031, -0.059], [0.179, 0.413, 0.330], [-0.394, 0.014, -1.158], [-0.078, -0.045, -0.181], [-0.134, -0.315, -0.166], [0.381, -0.624, -0.244], [-0.206, -0.051, -0.118], [0.031, -0.083, -0.048], [0.992, 0.145, -0.042], [-0.018, 0.075, 0.092], [0.104, 0.015, 0.072], [-0.089, -0.031, -0.073], [-0.185, -0.274, 0.192], [-0.071, 0.109, -0.050], [0.058, -0.109, -0.260], [-0.068, 0.163, -0.089], [0.156, -0.175, -0.259], [-0.047, -0.091, 0.074], [-0.003, 0.092, -0.083]],
  "lowdin_charge": [0.08, 0.09, -0.03, 0.15, -0.06, 0.08, 0.09, 0.14, 0.12, 0.00, -0.17, 0.09, -0.02, 0.05, -0.04, -0.01, 0.09, 0.11, 0.07, 0.04, 0.20, 0.12, 0.14, 0.13, 0.07, 0.12, -0.44, 0.12, -0.22, -0.18, 0.07, 0.14, 0.01, 0.09, 0.09, -0.18, 0.12, 0.06, -0.32, 0.16, 0.70, -0.29, 0.20, -0.06, -0.19, -0.05, 0.12, -0.20, 0.09, 0.07, 0.11, -0.22, 0.07, 0.19, -0.26, -0.08, -0.25, -0.11]
}